No. 1
Density functional theory data (ωB97M-V with the def2-TZVPD basis set) for an isolated molecule of C24H22OS3.

As for the energy: -2197.52094 Eh. For the energy above the lowest of the compared OMol25 structures with the same formula, charge and spin, the calculation gives 0.0 kJ/mol. The calculation puts the HOMO energy at -0.3065 hartree. The value obtained for the gap between HOMO and LUMO is 8.7454 eV.

Each line ends with the Mulliken charge.
Geometry (Å):
O -2.48070 4.61742 3.40835  -0.6276
S -2.07954 1.38032 -1.15777  -0.1914
S -1.73115 -0.03453 1.60474  -0.1288
S 0.60124 0.44335 -0.34960  0.0011
C -1.77388 3.92510 2.66457  0.1723
C -4.09323 -2.63357 -1.80577  -0.3079
C 1.11199 -3.58750 2.05164  -0.3503
C 2.49284 4.09787 -2.32571  -0.3845
C -2.79618 -2.41435 -2.27558  -0.8702
C -4.79518 -1.64587 -1.08985  -0.7979
C 1.45343 -2.36805 2.67369  -0.6103
C -0.10325 -3.69803 1.31861  -0.6858
C 1.45086 3.44384 -2.96303  -0.7899
C 3.04571 3.58766 -1.14432  -0.7170
C -2.18881 -1.16389 -2.03916  -0.0491
C -4.13970 -0.39093 -0.85683  0.1617
C 0.58418 -1.26316 2.56732  0.1270
C -0.94706 -2.59280 1.25218  -0.0817
C 0.86967 2.32962 -2.36469  -0.2632
C 2.51115 2.40871 -0.58911  -0.1819
C -2.85821 -0.16189 -1.36290  0.0377
C -0.60598 -1.35084 1.78898  -0.0366
C 1.41596 1.78236 -1.16943  0.2781
C -1.02748 1.10079 0.27691  0.9771
C -0.30762 3.83082 2.88708  -0.5915
C -2.24129 3.15292 1.43647  -0.5984
C 0.01945 2.53611 2.18532  -0.4856
C -0.89875 2.51336 0.92987  -0.8060
H -4.58634 -3.55875 -2.02268  0.4141
H 1.78169 -4.45038 2.04881  0.3496
H 2.92698 5.00254 -2.72639  0.3712
H -2.25720 -3.18819 -2.85075  0.3721
H -5.81948 -1.75413 -0.71317  0.3738
H 2.43016 -2.24465 3.20847  0.3289
H -0.40885 -4.61235 0.80330  0.3886
H 0.99749 3.84201 -3.86897  0.3864
H 3.88668 4.07718 -0.68743  0.4217
H -1.18081 -1.03574 -2.41018  0.3522
H -4.60883 0.42031 -0.28867  0.3726
H 0.83181 -0.31830 3.02295  0.2740
H -1.88310 -2.65485 0.69554  0.2852
H 0.05304 1.87852 -2.90018  0.3757
H 3.03082 2.00466 0.28174  0.4593
H 0.20299 4.67331 2.45550  0.3397
H -0.10631 3.78108 3.98840  0.3141
H -2.96888 2.39775 1.80963  0.1990
H -2.72999 3.73267 0.67973  0.5060
H 1.07425 2.49019 1.87735  0.1768
H -0.20570 1.70873 2.89926  0.1033
H -0.50345 3.20168 0.18969  0.6364

Forces on the atoms, in the same order (eV/Å):
0.75 -1.55 -1.57
-0.88 0.62 0.08
-0.28 0.85 -0.68
0.30 -0.96 0.72
-2.04 2.91 1.44
-0.25 0.67 0.24
-0.73 0.26 -0.76
0.66 0.01 0.60
0.01 0.58 0.22
1.25 1.57 0.09
-0.05 0.12 -0.08
0.73 0.50 0.92
-0.50 0.03 0.48
-0.95 -0.83 -0.74
-0.09 -1.55 -0.66
-0.66 -1.07 -0.26
-0.39 -0.71 -0.82
-0.15 0.04 -0.65
1.05 -0.15 0.13
0.88 0.71 0.03
-0.42 -0.72 -0.01
1.47 -1.17 0.92
-1.29 1.10 -0.74
0.77 0.78 0.60
0.17 -1.12 1.19
0.84 -1.42 0.89
0.84 -0.52 -0.41
-0.39 -0.60 0.94
-0.16 -0.44 -0.04
-0.09 0.37 0.23
-0.09 0.07 -0.20
-0.40 0.50 0.45
0.53 -0.28 -0.26
-1.12 -0.24 -0.49
0.31 0.22 0.32
0.26 -0.07 0.11
0.16 0.07 0.15
-0.01 0.33 0.06
0.00 -0.45 -0.27
0.14 0.09 0.06
0.21 -0.05 0.07
-0.19 -0.32 0.32
-0.53 -0.07 -0.08
0.14 0.54 -0.20
-0.09 0.30 -0.99
0.42 0.32 -0.32
-0.29 0.53 -0.15
-0.27 -0.24 0.20
0.13 0.41 -0.86
0.32 0.07 -0.26


No. 2
Density functional theory data (ωB97M-V with the def2-TZVPD basis set) for C24H23AuBF4N13S2 as an isolated structure.

As for the energy: -2996.02996 Eh. The calculation puts the HOMO energy at -0.5205 hartree. The value obtained for the gap between HOMO and LUMO is 5.6931 eV. As for the net charge: +2.

Each line ends with the Mulliken charge.
Geometry (Å):
Au -0.80467 1.79993 1.49451  0.9139
C 0.95565 2.89485 -3.86804  -1.1928
N 0.09784 3.12239 -2.70508  0.1489
C -0.75141 4.31209 -2.69341  -1.1958
C 0.17115 2.36161 -1.59301  0.5454
N -0.43333 2.66759 -0.48296  -0.5790
N 0.96685 1.23484 -1.73463  0.2450
C 1.17084 0.16282 -0.87889  -0.3161
N 2.06596 -0.73543 -1.38443  -0.2563
N 0.59123 0.07158 0.26157  0.0899
H 0.81281 3.71466 -4.56316  0.3505
H 0.69365 1.97330 -4.39465  0.4105
H 2.01421 2.88886 -3.59754  0.4228
H -0.87440 4.65935 -3.71372  0.3231
H -0.31746 5.11920 -2.09855  0.3801
H -1.74640 4.06891 -2.31857  0.4338
H -0.91776 3.55042 -0.55965  0.0834
H 1.40411 1.14400 -2.63486  0.1238
H 2.37298 -0.71566 -2.34464  0.1339
H 2.25483 -1.57578 -0.86698  0.2543
H 0.88982 -0.76392 0.75720  0.0702
C -3.76506 -0.69294 3.98193  -0.9155
N -2.32363 -0.88205 4.14376  0.2646
C -1.72068 -2.04603 4.55076  -0.4115
C -0.39751 -1.77366 4.68662  -0.5889
N -0.19119 -0.45090 4.37925  0.3651
B 1.12684 0.36016 4.70541  -0.1797
N 2.02813 0.50714 3.40170  0.3839
C 3.07601 -0.32292 3.11154  -0.5514
C 3.77794 0.21231 2.07543  -0.4298
N 3.13591 1.36884 1.72570  0.3650
C 3.56555 2.28892 0.67862  -0.8234
C 2.07531 1.53435 2.54329  -0.2138
S 0.98087 2.87663 2.43192  -0.2508
C -1.37700 0.07005 4.04135  -0.1270
S -1.69740 1.71921 3.59203  -0.2189
H -4.21259 -1.65549 3.75548  0.3556
H -3.94268 0.00295 3.16608  0.3551
H -4.18996 -0.28910 4.89808  0.3140
H -2.28667 -2.94347 4.72930  0.5236
H 0.40839 -2.40425 5.01808  0.5287
H 0.82349 1.45150 5.07558  -0.0054
H 1.76399 -0.29095 5.48027  -0.1456
H 3.27548 -1.20151 3.69986  0.5371
H 4.68966 -0.10274 1.59796  0.5241
H 4.16926 1.73481 -0.03515  0.3509
H 4.15514 3.09823 1.10378  0.3230
H 2.68630 2.70253 0.19060  0.2204
F -2.00686 0.29227 -2.17902  -0.3743
C -1.75409 -0.99416 -2.38311  0.2664
C -0.95013 -1.34451 -3.38800  0.8234
F -0.41594 -0.39371 -4.13398  -0.3318
C -0.65975 -2.73571 -3.70620  0.0698
C -1.51918 -3.69159 -3.01612  0.1389
C -2.30010 -3.33431 -1.98253  -0.0077
F -2.97654 -4.25135 -1.32224  -0.2845
C -2.36422 -1.96959 -1.49895  0.6934
C -2.90073 -1.62326 -0.29303  0.5079
C -2.73132 -0.29834 0.21312  0.2795
N -2.53185 0.73867 0.66467  -0.5108
C -3.45827 -2.53481 0.65954  -0.3561
N -3.85239 -3.20194 1.50715  -0.4357
F -1.43767 -4.95242 -3.35907  -0.2679
C 0.37965 -3.09491 -4.49857  0.9754
C 1.36283 -2.12835 -4.91065  -0.1328
N 2.18976 -1.36075 -5.12531  -0.4520
C 0.68456 -4.44153 -4.87879  -0.2107
N 0.99182 -5.50694 -5.17864  -0.3296

Forces on the atoms, in the same order (eV/Å):
-0.23 0.45 -0.58
-0.01 -0.02 -0.04
-0.04 0.05 0.08
-0.02 -0.05 -0.02
0.07 0.03 -0.10
0.02 -0.22 0.04
-0.10 -0.04 0.02
0.06 0.01 0.07
-0.08 0.00 -0.03
0.02 -0.22 -0.09
0.00 0.00 -0.01
0.02 0.02 0.01
0.00 -0.01 0.00
0.03 0.02 0.00
0.00 0.00 0.01
0.00 0.00 0.01
0.02 0.03 0.05
0.02 0.00 -0.05
0.04 0.04 0.03
0.01 -0.02 0.00
-0.01 0.00 0.01
0.08 0.00 -0.04
0.02 -0.10 -0.05
-0.06 0.03 0.00
0.08 0.04 0.01
-0.05 0.03 0.12
-0.02 -0.04 -0.18
0.02 0.10 0.07
0.05 0.00 0.00
-0.02 0.00 0.02
0.00 0.03 -0.02
-0.02 -0.04 0.01
-0.08 -0.10 -0.05
0.23 0.18 0.24
-0.03 0.11 -0.02
-0.01 -0.22 0.40
-0.02 -0.02 0.00
-0.02 0.01 0.01
-0.02 -0.01 0.00
0.02 -0.01 -0.01
-0.01 0.00 0.01
0.01 0.01 0.01
-0.01 -0.04 -0.01
0.00 0.01 0.00
-0.01 0.00 0.00
0.00 0.01 -0.01
0.01 0.00 -0.01
0.01 0.01 0.00
0.00 0.13 0.06
-0.07 -0.01 0.10
0.03 -0.19 0.01
0.08 0.15 -0.13
-0.16 0.08 0.13
0.10 0.06 -0.07
0.00 0.11 0.09
-0.07 -0.11 0.06
0.04 -0.07 -0.16
0.04 0.11 -0.01
-0.12 0.03 -0.01
0.13 -0.19 0.01
0.04 -0.06 0.01
-0.03 0.06 0.02
0.00 -0.16 -0.04
0.12 -0.08 -0.14
-0.06 0.03 0.03
0.00 0.00 0.05
-0.01 -0.05 0.11
-0.01 0.06 -0.03


No. 3
Density functional theory data (ωB97M-V with the def2-TZVPD basis set) for C24H23AuN7PS as an isolated structure.

As for the energy: -2186.34493 Eh. For the energy above the lowest of the compared OMol25 structures with the same formula, charge and spin, the calculation gives 0.0 kJ/mol. The calculation puts the HOMO energy at -0.5163 hartree. The value obtained for the gap between HOMO and LUMO is 5.9862 eV. As for the net charge: +2.

Each line ends with the Mulliken charge.
Geometry (Å):
Au 0.31065 -0.97327 -0.68688  0.8510
N -1.59152 -1.73721 1.54887  -0.0387
P -0.32562 -0.62398 1.53397  0.4155
C 0.55852 -0.81875 3.04026  0.7188
C 0.01606 -0.25003 4.19998  -0.4389
C 0.68147 -0.42952 5.40107  -0.7734
C 1.88238 -1.13467 5.43582  -0.4893
C 2.42270 -1.68509 4.27892  -0.7640
C 1.76250 -1.52752 3.07202  -0.2317
C -1.01419 0.99221 1.39756  0.8167
C -0.20575 2.09583 1.70621  -0.3683
C -0.73122 3.37005 1.58267  -0.7952
C -2.03959 3.54131 1.14496  -0.4354
C -2.83411 2.44531 0.81725  -0.7645
C -2.32154 1.16592 0.92893  -0.5058
C -2.01989 -2.41222 0.43063  0.7775
C -3.05270 -3.34281 0.45696  -0.8904
C -3.42038 -3.95315 -0.71861  -0.2744
C -2.76190 -3.64071 -1.91282  -0.8151
C -1.74161 -2.73858 -1.87655  -0.0848
N -1.37126 -2.13178 -0.71413  -0.3180
H -1.94957 -2.04089 2.44472  0.3157
H -0.90502 0.31846 4.16878  0.4468
H 0.26708 -0.01294 6.30961  0.4375
H 2.40394 -1.25181 6.37754  0.4215
H 3.35584 -2.23325 4.31802  0.4443
H 2.18014 -1.94962 2.16384  0.3888
H 0.81492 1.95938 2.04769  0.4638
H -0.12089 4.23022 1.82315  0.4538
H -2.44642 4.54080 1.05001  0.4466
H -3.84671 2.59310 0.46676  0.4965
H -2.93910 0.31462 0.66842  0.3218
H -3.55005 -3.56965 1.39055  0.4233
H -4.22657 -4.67616 -0.71603  0.4509
H -3.03577 -4.10456 -2.84883  0.4504
H -1.18970 -2.45318 -2.76103  0.4935
N -0.04478 -0.21413 -2.63166  -0.8461
C -0.61863 0.82631 -2.63617  0.6672
C -1.17757 2.05623 -2.57929  0.3186
C -0.23829 3.10468 -2.29278  0.3097
N 0.59369 3.84880 -2.00326  -0.6261
C -2.59396 2.25239 -2.65552  -0.1095
N -3.73322 2.41200 -2.67344  -0.4535
C 2.88036 2.51521 -3.62339  -1.3043
N 2.53842 1.89536 -2.34477  -0.1733
C 2.63296 0.61016 -2.09374  0.4727
S 2.30334 0.10931 -0.41614  -0.2703
N 2.99856 -0.23198 -3.04040  -0.0730
C 3.23296 -1.67670 -2.92689  -0.8486
H 2.62755 3.56793 -3.56251  0.3792
H 2.29597 2.06964 -4.43081  0.4400
H 3.94627 2.41289 -3.83111  0.4517
H 2.25743 2.49726 -1.58211  0.4073
H 3.19191 0.16967 -3.94664  0.2159
H 3.11351 -1.98720 -1.89500  0.3204
H 4.24769 -1.90181 -3.24261  0.3658
H 2.53070 -2.21182 -3.56206  0.3095

Forces on the atoms, in the same order (eV/Å):
-0.51 0.75 0.75
0.09 -0.17 0.16
-0.21 -0.53 -0.20
0.43 0.08 -0.10
0.12 -0.07 0.07
0.03 -0.03 -0.03
-0.05 0.00 0.01
0.00 0.02 0.01
-0.02 -0.07 0.03
-0.02 0.33 0.02
-0.11 -0.03 0.00
0.07 -0.03 -0.04
-0.10 -0.01 -0.07
0.04 0.13 -0.04
0.06 0.00 0.06
0.19 0.06 -0.24
-0.09 0.00 0.08
-0.05 -0.06 -0.10
-0.14 -0.15 0.05
0.02 0.24 0.24
-0.39 -0.48 -0.35
-0.05 0.00 0.00
0.00 0.03 -0.02
0.03 0.00 -0.02
-0.03 -0.01 -0.03
-0.05 0.05 0.01
-0.04 0.02 0.03
-0.05 -0.01 0.01
-0.02 -0.01 0.00
0.02 -0.04 0.02
0.02 0.00 -0.01
0.00 0.02 0.04
-0.01 0.04 -0.03
0.03 0.02 0.00
-0.01 -0.01 0.02
0.01 0.01 0.04
0.02 -0.01 -0.60
0.14 -0.46 0.24
0.07 0.42 -0.06
-0.42 -0.07 0.04
-0.31 -0.03 -0.05
0.33 0.06 0.08
0.10 -0.08 0.02
-0.02 -0.02 0.05
0.40 -0.10 0.06
0.07 0.08 -0.02
0.42 0.14 -0.15
0.19 -0.29 0.19
-0.11 0.25 0.01
0.00 0.00 0.02
-0.02 0.02 -0.01
0.01 -0.04 0.01
-0.08 0.04 -0.12
-0.01 0.01 -0.05
0.00 0.01 0.03
0.04 0.01 -0.03
-0.04 -0.01 -0.01


No. 4
Density functional theory data (ωB97M-V with the def2-TZVPD basis set) for C24H23BrCdN6O5 as an isolated structure.

As for the energy: -4374.89384 Eh. For the energy above the lowest of the compared OMol25 structures with the same formula, charge and spin, the calculation gives 21.6 kJ/mol. The calculation puts the HOMO energy at -0.3098 hartree. The value obtained for the gap between HOMO and LUMO is 7.9020 eV.

Each line ends with the Mulliken charge.
Geometry (Å):
Cd -1.18023 -0.42594 1.16824  1.9557
O -4.50736 1.40882 1.90878  -0.6736
C -3.38236 1.03185 2.16942  0.0838
O -2.34026 1.19888 1.39962  -0.9355
C -3.13230 0.33131 3.53583  -0.0921
C -1.73877 0.65995 4.09845  -0.0183
C -1.68814 0.37794 5.60487  -1.0081
C -1.65434 -1.16953 5.62544  -0.9861
C -1.68837 -1.49235 4.12698  0.0989
O -0.91681 -0.40496 3.56513  -0.5501
C -3.09296 -1.24594 3.55236  -0.2295
C -3.28903 -1.99710 2.20221  0.1390
O -4.38479 -2.45740 1.95160  -0.6769
O -2.23412 -2.11366 1.44074  -0.9235
H -3.92398 0.69533 4.18584  0.5987
H -1.34673 1.62663 3.79394  0.5717
H -0.78025 0.80047 6.03446  0.3423
H -2.54473 0.79482 6.13175  0.3938
H -0.73084 -1.54091 6.06911  0.3180
H -2.49488 -1.60943 6.15940  0.4071
H -1.25298 -2.44810 3.84735  0.5528
H -3.87027 -1.63578 4.20463  0.5650
C 0.86088 -2.02125 -1.57832  -1.4076
C -0.21045 -1.04783 -1.93603  0.9865
N -0.98832 -0.42176 -1.08082  -0.2686
C -1.88553 0.32587 -1.81222  -0.6395
C -1.63420 0.15306 -3.13255  -0.5343
N -0.57208 -0.72765 -3.20488  0.1634
C 0.10868 -1.09995 -4.42218  -0.9800
N 0.59427 0.06140 -5.11211  0.7122
N 0.26455 0.25843 -6.41329  -0.7208
N 0.83145 1.31427 -6.83640  -0.5042
C 1.57035 1.86730 -5.81304  0.0516
C 2.36117 3.01585 -5.77481  -0.7382
C 2.97743 3.31079 -4.57975  -0.5918
C 2.81574 2.49602 -3.44534  -0.5914
C 2.03819 1.35893 -3.46573  -0.3408
C 1.42250 1.05511 -4.67957  1.2302
H 0.66309 -2.38529 -0.57426  0.2302
H 1.85307 -1.56302 -1.60348  0.2258
H 0.85761 -2.87551 -2.25393  0.5006
H -2.63013 0.93117 -1.32037  0.5572
H -2.09692 0.55555 -4.01713  0.4786
H -0.55895 -1.61022 -5.11466  0.3420
H 0.93480 -1.76156 -4.16571  0.4497
H 2.47210 3.63439 -6.65451  0.4259
H 3.59655 4.19482 -4.50333  0.3732
H 3.31768 2.77701 -2.52844  0.4203
H 1.90424 0.74842 -2.58140  0.2362
Br 5.82582 -0.24588 1.20628  -0.1330
C 3.94370 -0.25150 1.37598  0.1695
C 3.28709 -1.40204 1.78227  -0.6207
C 1.90398 -1.37304 1.82474  -0.5669
N 1.18774 -0.29955 1.49815  0.4188
C 1.83512 0.81383 1.15752  -0.6271
C 3.21587 0.88874 1.07933  -0.5753
H 3.83521 -2.29401 2.04829  0.4649
H 1.34494 -2.25111 2.12951  0.4882
H 1.21998 1.67849 0.93451  0.4994
H 3.70730 1.80683 0.79151  0.4825

Forces on the atoms, in the same order (eV/Å):
2.01 0.00 -0.45
0.20 0.03 0.03
-0.33 -0.12 0.14
-0.99 1.36 0.26
0.14 0.14 -0.34
-0.22 0.07 0.28
0.06 -0.01 -0.08
0.06 0.02 -0.08
-0.23 -0.05 0.29
0.09 -0.03 0.29
0.14 -0.16 -0.33
-0.31 0.12 0.10
0.20 -0.03 0.05
-0.92 -1.45 0.41
-0.01 -0.06 0.05
0.05 -0.06 -0.08
-0.02 -0.01 0.03
-0.01 0.03 -0.03
-0.02 0.01 0.04
-0.01 -0.03 -0.02
0.05 0.06 -0.07
-0.01 0.05 0.05
-0.05 0.13 -0.08
-0.11 -0.06 -0.03
0.18 -0.02 -0.33
0.02 0.14 -0.06
-0.09 0.00 0.04
0.01 0.05 0.07
0.02 -0.07 -0.03
0.11 0.04 0.03
-0.01 -0.02 0.12
0.01 0.14 -0.25
-0.06 -0.30 0.35
0.00 -0.01 0.02
0.03 0.14 -0.16
-0.04 -0.10 0.07
0.02 -0.05 0.16
-0.03 0.19 -0.42
0.04 -0.03 0.04
0.01 -0.03 0.03
0.02 -0.03 0.04
0.00 -0.02 0.00
0.01 0.01 0.02
-0.01 0.01 0.02
-0.02 -0.02 0.02
0.02 0.03 0.02
0.00 -0.02 0.00
-0.01 -0.01 0.01
0.02 0.03 -0.01
-0.17 0.02 0.06
0.08 -0.03 -0.02
0.06 0.05 -0.02
0.01 -0.08 0.07
-0.04 0.04 -0.17
0.03 0.02 -0.04
0.05 0.01 0.00
-0.03 -0.02 -0.01
0.00 0.01 -0.02
0.02 -0.01 -0.05
-0.02 0.00 -0.01